(1)
Computed, not measured: 2 unconnected molecules or ions with the total composition C13H21N2 in a non-equilibrium geometry, with the ωB97M-V functional and the def2-TZVPD basis.

Its HOMO energy is -12.66 eV. For the energy above the lowest of the compared OMol25 structures with the same formula, charge and spin, the calculation gives 301.8 kJ/mol. Its charge is +1. For the LUMO energy, the calculation gives -3.87 eV. The value obtained for the max |F| is 3.84 eV/A. For the calculated total energy, the calculation gives -16793.719 eV.

Structure (XYZ):
```
36
C13H21N2 the ωB97M-V functional and the def2-TZVPD basis
C 4.49179 0.18903 -0.09943
C 3.96072 -0.89363 -0.80309
C 3.65444 1.04720 0.56036
C 2.62332 -1.08236 -0.88159
C 2.26664 0.94671 0.45143
C 1.71189 -0.17505 -0.27118
C 1.35851 1.99486 0.94850
C 0.03133 2.00978 0.12239
C 0.31403 -0.30908 -0.35918
C -0.10368 -2.42767 0.82834
C -3.53562 -0.68966 0.60847
C -3.63548 1.25168 -0.78476
C -0.25684 -1.74527 -0.52668
N -0.51263 0.68182 -0.13995
N -2.97901 0.05987 -0.51460
H 5.54926 0.34860 0.06010
H 4.73485 -1.49846 -1.19229
H 3.98545 1.99677 0.94224
H 2.31885 -2.05253 -1.45501
H 1.41796 1.91417 2.13937
H 1.71397 2.97434 0.93251
H -0.89767 2.51337 0.60184
H 0.19674 2.52155 -0.83307
H -1.01698 -3.07331 1.00388
H 0.05141 -1.74084 1.61235
H 0.75302 -2.98253 0.82051
H -2.71586 -1.19222 1.00617
H -3.92647 0.05478 1.22167
H -4.26761 -1.45089 0.30619
H -4.55852 1.08227 -1.21499
H -3.81162 1.84017 0.08692
H -3.15937 1.97184 -1.46928
H -1.25645 -1.79247 -0.85156
H 0.23530 -2.37710 -1.43778
H -1.58229 0.60463 -0.00520
H -3.15337 -0.52038 -1.41359
```



(2)
Computed, not measured: a molecular structure, C33H36FN4O3PRuSSi in a non-equilibrium geometry, with the ωB97M-V functional and the def2-TZVPD basis.

Its HOMO energy (spin up / spin down) is -7.87 / -7.87 eV. For the energy above the lowest of the compared OMol25 structures with the same formula, charge and spin, the calculation gives 0.0 kJ/mol. For the LUMO energy (spin up / spin down), the calculation gives -0.24 / -0.26 eV. The value obtained for the max |F| is 1.15 eV/A. For the calculated total energy, the calculation gives -80210.614 eV.

Structure (XYZ):
```
81
C33H36FN4O3PRuSSi the ωB97M-V functional and the def2-TZVPD basis
Ru -0.43151 0.46078 -0.29070
C 2.26369 2.36750 1.24686
C 1.17382 3.07319 0.49916
C 1.08470 4.45753 0.39753
C 0.01927 5.02580 -0.28844
C -0.96458 4.24131 -0.86973
C -0.82021 2.86320 -0.75342
N 0.24153 2.32332 -0.07917
N -1.57040 1.81407 -1.18894
Si -2.89804 1.64722 -2.29901
C -4.36051 2.66541 -1.69591
C -3.34150 -0.16570 -2.29996
C -2.38188 2.21158 -4.01356
H 2.73288 3.02932 1.97132
H 3.05584 2.02890 0.57271
H 1.86314 1.49348 1.76427
H 1.84027 5.07629 0.85838
H -0.04764 6.10365 -0.36212
H -1.80638 4.66979 -1.39202
H -4.58430 2.44588 -0.65181
H -5.25050 2.43223 -2.28438
H -4.18752 3.73803 -1.78466
H -3.82901 -0.46007 -1.36872
H -2.45511 -0.79570 -2.43202
H -4.02297 -0.39161 -3.12156
H -2.00530 3.23430 -4.00497
H -3.22623 2.17744 -4.70324
H -1.59666 1.57229 -4.41847
N 1.52874 -0.11026 -1.08268
C 2.51894 -1.18793 -1.02306
C 2.22272 -2.45026 -0.50871
C 3.23422 -3.39318 -0.42013
C 4.53560 -3.08583 -0.75475
C 4.83230 -1.84902 -1.29868
C 3.81523 -0.91813 -1.44694
S 5.78730 -4.31543 -0.34594
O 7.04094 -3.60214 -0.47264
O 5.41427 -4.65910 1.02702
O 5.56693 -5.38597 -1.29669
H 1.39233 0.14000 -2.05767
H 1.98590 0.69181 -0.65895
H 0.35099 -1.87842 -0.12667
H 3.04370 -4.38458 -0.03914
H 5.85352 -1.61841 -1.56637
H 4.03650 0.06077 -1.85971
N 0.91413 -2.72638 -0.02744
P 0.73353 -3.48650 1.43324
C 1.76562 -2.79805 2.72749
C 1.28341 -1.76687 3.53998
C 2.12927 -1.16731 4.45742
C 3.45790 -1.56254 4.54260
C 3.94778 -2.55804 3.71349
C 3.10635 -3.18673 2.80975
C -1.01308 -3.40750 1.83098
C -1.44021 -3.69945 3.12040
C -2.79659 -3.72278 3.40976
C -3.72465 -3.46850 2.41294
C -3.29986 -3.20219 1.11873
C -1.94822 -3.17920 0.82510
C 1.13118 -5.21672 1.19790
C 0.82474 -5.79794 -0.03294
C 1.09339 -7.13715 -0.24428
C 1.66393 -7.89823 0.76717
C 1.95158 -7.32711 1.99578
C 1.68307 -5.98556 2.21776
H 0.27064 -1.41438 3.42236
H 1.75284 -0.37872 5.09504
H 4.11691 -1.08159 5.25425
H 4.98615 -2.85720 3.74835
H 3.53709 -3.95497 2.17612
H -0.72306 -3.90694 3.90465
H -3.12572 -3.94150 4.41666
H -4.78206 -3.48651 2.64211
H -4.02068 -3.01635 0.33453
H -1.62405 -2.97792 -0.18776
H 0.41129 -5.19099 -0.82820
H 0.87880 -7.58340 -1.20541
H 1.89646 -8.93920 0.58907
H 2.40619 -7.91611 2.77980
H 1.92370 -5.54019 3.17338
F -0.15840 -0.74530 1.34708
```



(3)
Computed, not measured: a molecular structure, C50H53ClNO7PTeW in a non-equilibrium geometry, with the ωB97M-V functional and the def2-TZVPD basis.

Its HOMO energy (spin up / spin down) is -11.76 / -11.76 eV. For the energy above the lowest of the compared OMol25 structures with the same formula, charge and spin, the calculation gives 0.0 kJ/mol. Its multiplicity is 3. Its charge is +2. For the LUMO energy (spin up / spin down), the calculation gives -7.48 / -6.67 eV. Its expectation value of S² is 2.033. The value obtained for the max |F| is 4.04 eV/A. For the calculated total energy, the calculation gives -99444.045 eV.

Structure (XYZ):
```
115
C50H53ClNO7PTeW the ωB97M-V functional and the def2-TZVPD basis
W 0.61897 -0.50966 0.72975
C -0.16877 -2.60541 4.68723
O -0.46638 -1.92882 3.45160
C -1.28831 -2.79045 2.65231
C -0.41968 -3.56202 1.65678
O 0.69987 -2.70987 1.14491
C 1.68579 -3.51515 0.44278
C 2.96651 -2.74609 0.46180
O 2.67657 -1.38785 0.04642
C 3.65524 -0.99846 -0.98002
H -0.83707 -2.22444 5.49369
H 0.88433 -2.38063 4.97366
H -0.36345 -3.68962 4.61943
H -1.99991 -2.16985 2.06190
H -1.89467 -3.49098 3.25059
H -0.97614 -3.95461 0.77472
H 0.09923 -4.41746 2.12682
H 1.42180 -3.63995 -0.61402
H 1.76057 -4.49790 0.90787
H 3.72534 -3.15446 -0.21995
H 3.36931 -2.72403 1.49086
H 3.69625 -1.80934 -1.71015
H 4.63590 -0.86776 -0.49434
H 3.31247 -0.02858 -1.39010
C -5.62124 3.33929 -0.37067
C -4.46061 2.43842 -0.02179
C -4.61451 1.05868 -0.15820
C -3.58569 0.15170 0.17970
C -4.08995 -1.21218 0.32454
O -4.06392 -1.84035 1.39300
C -4.77270 -1.78166 -0.91330
C -4.83057 -1.18057 -2.18991
C -5.14754 -1.97828 -3.27769
C -5.52985 -3.30372 -3.07808
C -5.63279 -3.86374 -1.79203
C -5.26264 -3.06872 -0.73465
C -2.31823 0.63048 0.59936
O -1.33288 -0.15441 1.03120
C -2.12886 2.01999 0.65367
C -3.21965 2.86952 0.39779
C -0.83958 2.53694 1.08573
N 0.29177 2.09434 0.62619
C 1.41477 3.14288 0.48565
C 2.65117 2.45348 -0.06158
Te 4.78889 2.95978 0.74046
C 5.93377 1.22630 1.33479
C 6.86108 0.61205 0.49791
C 7.38837 -0.64384 0.80728
C 7.07387 -1.22540 2.03350
C 6.25607 -0.56797 2.93594
C 5.68133 0.65606 2.56380
C -0.90627 3.31771 2.36468
C -1.43756 2.67130 3.50619
C -1.28258 3.22277 4.78428
C -0.71448 4.48439 4.93252
C -0.48886 5.24206 3.79089
C -0.57800 4.65799 2.52073
H -6.55225 2.97237 0.08662
H -5.72528 3.38407 -1.46311
H -5.45618 4.36005 -0.02588
H -5.55619 0.61978 -0.41311
H -4.55518 -0.13047 -2.30467
H -5.09206 -1.59299 -4.30669
H -5.75204 -3.92857 -3.96357
H -5.94979 -4.89478 -1.63952
H -5.29227 -3.39518 0.32098
H -3.00374 3.94034 0.54596
H 1.59410 3.62600 1.45648
H 1.01753 3.92912 -0.20961
H 2.72816 2.52220 -1.14886
H 2.71628 1.38705 0.18290
H 7.12453 1.07167 -0.44947
H 8.08490 -1.10265 0.11237
H 7.44484 -2.23844 2.28438
H 6.04552 -0.96767 3.92671
H 5.06644 1.20414 3.28329
H -1.89468 1.68114 3.41202
H -1.65444 2.68279 5.64815
H -0.57833 4.86535 5.95154
H -0.17061 6.28826 3.90227
H -0.38283 5.26912 1.65502
Cl 1.97834 2.26359 5.64677
C 1.79711 0.81588 4.63654
C 2.05678 1.06409 3.15464
O 2.68749 2.03738 2.76380
O 1.53308 0.09471 2.43666
H 0.79090 0.46137 4.85287
H 2.53369 0.07043 5.01423
C -1.08201 -2.19788 -2.57722
P -0.06165 -0.69232 -2.34599
C 1.32867 -1.01838 -3.43936
C 1.93073 0.06084 -4.12374
C 2.86225 -0.15799 -5.14124
C 3.28212 -1.46016 -5.38902
C 2.79220 -2.52578 -4.65117
C 1.80991 -2.32993 -3.68452
C -1.07694 0.43742 -3.31144
C -1.95118 0.02230 -4.33348
C -2.70278 0.97611 -5.02560
C -2.64535 2.33175 -4.68534
C -1.83314 2.74107 -3.60959
C -1.11634 1.77857 -2.88197
H -0.97802 -2.63052 -3.55944
H -2.12278 -1.91132 -2.43174
H -0.77353 -2.90876 -1.80888
H 1.58155 1.09114 -3.96284
H 3.25618 0.66373 -5.73350
H 4.04537 -1.61038 -6.18011
H 3.06056 -3.56245 -4.83405
H 1.35851 -3.17027 -3.14891
H -2.06108 -1.03941 -4.58087
H -3.31485 0.67840 -5.88013
H -3.13883 3.07018 -5.32638
H -1.70884 3.78918 -3.29479
H -0.60043 2.05282 -1.96481
```